{"formula": "C24H19BiI2N5O2SSe", "method": "the ωB97M-V functional and the def2-TZVPD basis", "symbols": ["Bi", "I", "I", "Se", "S", "O", "O", "N", "N", "N", "N", "N", "C", "C", "C", "C", "C", "C", "C", "C", "C", "C", "C", "C", "C", "C", "C", "C", "C", "C", "C", "C", "C", "C", "C", "C", "H", "H", "H", "H", "H", "H", "H", "H", "H", "H", "H", "H", "H", "H", "H", "H", "H", "H", "H"], "xyz": [[0.2525, 0.4084, 0.4798], [-2.3610, 2.2792, 3.6663], [-6.3600, -2.1289, 2.9033], [-4.2034, -0.0684, -0.4459], [1.9827, 2.1893, 1.4162], [-0.5316, -0.0043, 2.4860], [1.9334, 0.7703, -1.2354], [1.7123, -1.2095, 0.8856], [-5.0147, 0.7457, -1.7893], [3.0677, 1.3769, -0.9379], [-2.6455, 0.7417, -0.7275], [-0.7410, -1.9555, 0.1270], [3.8893, -1.9355, 1.6365], [5.2760, 1.8743, -1.6594], [-4.4121, 2.4022, -3.4710], [-4.1352, 1.5537, -2.3445], [3.2393, 2.0389, 0.2338], [-4.1063, -0.1381, 3.2104], [-3.4219, 3.1820, -3.9527], [3.8405, -3.0962, 0.8295], [4.0551, 1.2971, -1.8618], [-1.7749, -0.4551, 2.5595], [2.8595, -1.0493, 1.6590], [-2.8131, 1.5532, -1.7534], [-2.1140, -1.7477, 2.1068], [1.6349, -2.3873, 0.1412], [-1.7919, 2.4018, -2.3076], [2.6455, -3.2980, 0.1091], [4.4910, 2.6313, 0.4614], [-1.0523, -2.5658, 1.4308], [0.3559, -2.5761, -0.6205], [-4.4047, -1.4219, 2.7804], [5.5005, 2.5574, -0.4635], [-2.8076, 0.3320, 3.0932], [-2.1038, 3.1799, -3.3656], [-3.4137, -2.2180, 2.2257], [2.5033, -4.1962, -0.4817], [0.1887, -3.6425, -0.8024], [4.6479, -3.8110, 0.8036], [-3.6082, 3.8286, -4.8001], [-4.8779, 0.5001, 3.6181], [6.0346, 1.7874, -2.4226], [0.3968, -2.0682, -1.5935], [2.8807, -0.1777, 2.2960], [-5.4032, 2.3910, -3.9028], [3.7744, 0.7377, -2.7400], [-0.1318, -2.5553, 2.0159], [4.7404, -1.7431, 2.2778], [-1.3479, 3.8251, -3.7940], [-0.7974, 2.4041, -1.8806], [-3.6482, -3.2176, 1.8791], [-1.3807, -3.6046, 1.3154], [4.6276, 3.1456, 1.4015], [6.4574, 3.0190, -0.2628], [-1.5840, -1.8822, -0.4323]], "forces_ev_per_a": [[0.485, -0.451, -0.040], [0.026, 0.055, 0.002], [-0.053, -0.018, -0.002], [-0.034, 0.009, 0.061], [-0.084, 0.046, -0.027], [-0.089, 0.044, -0.052], [-0.143, 0.416, -0.019], [0.053, -0.090, 0.058], [-0.038, -0.011, -0.003], [0.043, -0.144, -0.019], [-0.038, -0.047, 0.050], [-0.165, 0.108, 0.039], [0.074, -0.064, 0.000], [-0.016, 0.027, 0.016], [-0.018, -0.111, 0.115], [-0.004, 0.087, -0.097], [0.037, 0.025, 0.033], [0.012, -0.021, -0.007], [0.169, 0.034, 0.038], [-0.056, 0.082, -0.015], [0.006, -0.039, 0.030], [0.000, 0.092, 0.039], [-0.064, 0.087, -0.071], [0.107, 0.109, -0.140], [-0.042, -0.002, -0.027], [-0.092, 0.088, 0.008], [-0.083, -0.121, 0.092], [0.054, -0.066, 0.013], [-0.040, -0.004, 0.024], [0.020, -0.011, -0.025], [0.009, 0.001, 0.053], [0.066, 0.029, 0.019], [0.029, -0.014, -0.032], [-0.036, -0.036, -0.008], [-0.125, 0.055, -0.120], [0.018, -0.036, 0.021], [-0.016, -0.001, 0.015], [0.011, 0.000, -0.035], [-0.002, -0.006, 0.006], [0.007, 0.003, 0.001], [0.003, -0.005, 0.013], [0.008, -0.008, 0.010], [0.015, 0.002, -0.002], [-0.012, -0.011, 0.012], [-0.004, 0.001, 0.010], [0.002, -0.010, 0.003], [-0.005, -0.016, 0.018], [-0.006, 0.008, -0.003], [-0.007, 0.001, -0.006], [-0.010, -0.014, 0.020], [-0.005, 0.006, -0.011], [0.001, -0.002, -0.005], [0.000, 0.003, -0.005], [-0.003, 0.003, -0.003], [0.034, -0.066, -0.047]], "lowdin_spin": [0.022, 0.001, 0.000, 0.000, 0.000, 0.007, 0.009, 0.223, 0.000, 0.000, 0.001, 0.005, 0.045, 0.000, 0.000, 0.000, 0.002, 0.000, 0.000, 0.290, 0.000, 0.001, 0.152, 0.000, 0.000, 0.144, 0.000, 0.032, 0.001, 0.003, 0.025, 0.000, 0.000, 0.001, 0.000, 0.000, -0.004, 0.001, 0.021, 0.000, 0.000, 0.000, 0.009, 0.008, 0.000, 0.000, 0.002, -0.003, 0.000, 0.000, 0.000, 0.000, 0.000, 0.000, 0.000], "energy_ha": -4959.7698, "multiplicity": 2, "lumo_ev": [-0.97, -0.97], "gap_ev": [3.86, 7.01]}

---

{"formula": "C24H19Br2IO2S4TeV", "method": "the ωB97M-V functional and the def2-TZVPD basis", "symbols": ["I", "Te", "Br", "Br", "V", "S", "S", "S", "S", "O", "O", "C", "C", "C", "C", "C", "C", "C", "C", "C", "C", "C", "C", "C", "C", "C", "C", "C", "C", "C", "C", "C", "C", "C", "C", "H", "H", "H", "H", "H", "H", "H", "H", "H", "H", "H", "H", "H", "H", "H", "H", "H", "H", "H"], "xyz": [[-3.7916, 1.9986, -1.1324], [0.3702, -0.6728, -2.6089], [-1.2547, 5.0636, -2.3087], [-1.2396, 1.9576, -3.9717], [-0.9296, 2.4149, -1.5631], [3.0584, 4.6373, 0.1377], [-1.0928, 3.5151, 0.5930], [1.4516, 2.5742, -1.3411], [0.8319, 5.4511, 1.8386], [3.2687, 6.4464, 2.0450], [-2.4406, -0.5484, -1.7036], [-1.8525, 5.5821, -4.2391], [-4.4450, 0.4497, 2.8088], [-3.2034, 0.1035, 3.2630], [1.0994, -4.4419, -0.3767], [-1.1248, 0.1403, 0.1291], [2.5422, 5.6631, 1.4733], [2.3654, -4.3100, 0.1727], [-2.0896, 0.0883, 2.3914], [0.4960, 4.1953, 0.6508], [0.5277, -3.4473, -1.1671], [3.0693, -3.1482, -0.1028], [-3.5258, 0.8657, 0.6179], [0.1287, 0.0163, 0.7134], [-0.7943, -0.1352, 2.9153], [2.5318, -2.1283, -0.8843], [1.2347, -2.2608, -1.4115], [1.5228, 3.8198, -0.1362], [0.3007, -0.0943, 2.0898], [3.3836, -0.8988, -1.0892], [2.9590, -5.3849, 1.0450], [-1.3398, -0.1711, -1.2933], [-4.5894, 0.8917, 1.4865], [-0.8325, -3.7129, -1.7553], [-2.2645, 0.3442, 0.9991], [2.3070, -6.2582, 1.0870], [-0.8810, 5.9487, -4.6144], [3.1042, -5.0262, 2.0665], [-2.3943, 6.5062, -3.9608], [-0.6918, -0.2960, 3.9821], [0.9904, -0.0222, 0.0687], [3.2000, -0.1610, -0.3032], [1.3018, -0.2043, 2.4881], [-1.2852, -4.5863, -1.2832], [-3.0394, -0.1447, 4.3053], [-0.7500, -3.9073, -2.8284], [-5.5306, 1.3197, 1.1675], [-1.5121, -2.8711, -1.6456], [0.5306, -5.3469, -0.1842], [4.4433, -1.1598, -1.0537], [4.0695, -3.0223, 0.3036], [3.9333, -5.7072, 0.6706], [3.1715, -0.3921, -2.0258], [-5.2993, 0.4668, 3.4744]], "forces_ev_per_a": [[-0.035, 0.014, 0.026], [0.104, -0.181, 0.034], [-0.099, -0.012, -0.110], [0.023, -0.226, -0.020], [0.180, 0.775, 0.088], [-0.027, -0.071, -0.008], [-0.093, -0.254, -0.013], [-0.218, -0.128, -0.119], [-0.001, -0.057, -0.007], [0.039, -0.001, 0.074], [0.120, 0.023, -0.089], [-0.012, 0.000, 0.012], [0.112, -0.047, 0.101], [-0.091, 0.012, -0.056], [0.027, -0.046, 0.057], [0.071, 0.087, -0.046], [-0.066, 0.048, -0.103], [-0.033, 0.018, -0.021], [-0.065, 0.010, -0.110], [0.175, 0.087, 0.042], [-0.034, 0.038, -0.005], [0.007, -0.032, -0.035], [-0.132, 0.058, -0.027], [0.016, 0.001, -0.118], [0.151, 0.003, -0.004], [0.012, 0.091, -0.007], [0.022, 0.062, -0.003], [0.076, 0.144, 0.137], [-0.123, -0.015, 0.118], [-0.028, 0.008, 0.053], [-0.014, -0.001, -0.013], [-0.121, -0.364, 0.078], [-0.040, 0.065, -0.122], [-0.039, 0.014, -0.037], [0.073, -0.052, 0.169], [0.003, -0.004, 0.002], [0.001, -0.071, 0.051], [0.001, 0.001, 0.006], [0.037, -0.049, 0.087], [0.020, -0.007, 0.000], [0.061, -0.032, -0.080], [-0.030, 0.027, -0.010], [-0.006, 0.000, 0.021], [0.003, -0.026, -0.006], [-0.013, 0.013, 0.012], [-0.004, 0.038, 0.010], [0.003, -0.007, -0.012], [-0.019, 0.078, 0.029], [-0.003, -0.008, 0.000], [-0.016, -0.012, 0.007], [0.001, 0.005, -0.001], [0.001, 0.001, 0.002], [0.015, -0.007, -0.048], [0.009, -0.011, 0.017]], "lowdin_spin": [0.001, 0.024, 0.000, 0.013, 2.358, 0.000, -0.049, -0.034, 0.000, -0.001, 0.226, -0.003, -0.012, 0.028, 0.000, -0.001, 0.000, 0.001, 0.001, -0.002, 0.003, 0.000, -0.013, 0.111, 0.115, 0.002, 0.012, -0.004, 0.003, 0.000, 0.000, 0.144, 0.036, 0.000, 0.029, 0.000, 0.000, 0.000, -0.001, 0.008, 0.003, 0.000, -0.003, 0.000, 0.001, 0.000, 0.002, 0.000, 0.000, 0.000, 0.000, 0.000, 0.000, -0.002], "energy_ha": -9326.9804, "multiplicity": 4, "lumo_ev": [3.91, 3.90], "gap_ev": [4.85, 4.94], "total_charge": -2}

---

{"formula": "C24H19BrN3O2Pt", "method": "the ωB97M-V functional and the def2-TZVPD basis", "symbols": ["Pt", "Br", "O", "O", "N", "N", "N", "C", "C", "C", "C", "C", "C", "C", "C", "C", "C", "C", "C", "C", "C", "C", "C", "C", "C", "C", "C", "C", "C", "C", "C", "H", "H", "H", "H", "H", "H", "H", "H", "H", "H", "H", "H", "H", "H", "H", "H", "H", "H", "H"], "xyz": [[-0.5758, 0.0510, -0.5974], [1.5577, -2.1959, 3.2492], [0.3302, -0.7632, 1.3952], [-1.1978, 0.7690, 1.5226], [-0.2695, 2.1244, -1.3636], [1.2426, 0.0871, -1.9252], [-0.3037, -1.9384, -1.4502], [0.3835, 4.7476, -1.7898], [-2.4820, -2.4077, -0.5337], [-1.1953, 3.0498, -1.1487], [0.9518, 2.4204, -1.8469], [0.4776, -1.0951, 5.6352], [-1.3164, 0.6022, 4.3235], [0.3703, -4.5684, -1.7577], [1.7645, 1.2649, -2.2528], [-0.3946, -0.3082, 6.3649], [1.7322, -1.0834, -2.3280], [-1.1938, -2.8656, -1.1237], [1.2866, -3.5746, -2.0882], [-2.5312, 2.6139, -0.6851], [-0.8889, -4.2213, -1.3071], [-0.8888, 4.4017, -1.3796], [0.4425, -1.0430, 4.2348], [-0.4348, -0.0427, 2.0917], [2.9245, 1.3084, -3.0345], [-1.2986, 0.5343, 5.7212], [2.8856, -1.1023, -3.1219], [0.9125, -2.2413, -1.9489], [-0.4357, -0.1606, 3.5736], [1.3222, 3.7508, -2.0409], [3.4773, 0.1080, -3.4598], [-2.5797, -1.3059, -0.6037], [4.3652, 0.1181, -4.0761], [3.3639, 2.2467, -3.3309], [3.2968, -2.0302, -3.4866], [-1.6571, 5.1440, -1.2252], [-2.0106, 1.2497, 3.8059], [2.2744, -3.8336, -2.4330], [-3.3297, -2.8689, -1.0432], [0.6460, 5.7862, -1.9438], [2.3154, 4.0044, -2.3768], [-1.6347, -4.9664, -1.0754], [0.6441, -5.6080, -1.8656], [-2.7298, 1.5811, -0.9958], [-1.9885, 1.1400, 6.2908], [1.1745, -1.7541, 6.1353], [-2.5405, -2.7106, 0.5151], [-2.5847, 2.6580, 0.4054], [-3.3154, 3.2629, -1.0718], [-0.3660, -0.3350, 7.4450]], "forces_ev_per_a": [[5.277, 0.724, -1.307], [-0.149, 0.348, -0.351], [0.572, -1.240, -2.848], [-0.515, -0.164, -2.472], [-0.968, -1.555, 1.006], [-2.396, -0.364, 1.358], [-0.556, 1.221, 1.533], [-0.194, 0.076, 0.074], [-0.202, 0.153, 0.172], [-0.183, 0.981, -0.147], [1.026, 0.981, -0.394], [0.271, -0.435, -1.089], [-0.099, 0.285, 0.677], [-0.297, -0.031, 0.055], [0.292, 0.863, -0.215], [-0.333, 0.481, -0.136], [0.521, -0.531, -0.442], [-0.464, -0.593, 0.092], [-0.219, 0.882, 0.054], [-0.341, -0.146, 0.356], [0.198, 0.380, -0.186], [0.107, -0.470, 0.004], [-0.388, 0.489, 0.984], [-0.829, 0.496, 3.748], [-0.467, -0.368, 0.363], [-0.017, -0.088, -0.641], [-0.539, 0.153, 0.442], [0.804, -0.725, -0.133], [0.738, -0.662, -0.621], [-0.240, -0.950, 0.189], [-0.020, 0.053, 0.126], [-0.229, -0.540, 0.016], [0.036, -0.014, -0.046], [-0.031, 0.128, 0.016], [-0.036, -0.115, 0.017], [-0.027, 0.064, 0.028], [-0.030, 0.118, 0.078], [0.081, 0.031, -0.159], [0.009, 0.102, -0.050], [-0.007, 0.007, 0.004], [0.044, -0.032, -0.122], [-0.045, -0.051, 0.067], [0.013, -0.074, 0.003], [-0.151, 0.199, -0.046], [-0.004, -0.014, 0.025], [-0.014, -0.014, -0.002], [-0.012, 0.078, -0.019], [-0.021, 0.011, -0.019], [0.015, -0.073, -0.080], [0.022, -0.053, 0.037]], "nbo_charge": [1.339, 0.406, -0.454, -0.586, -0.472, -0.348, -0.401, -0.079, -0.648, 0.287, 0.155, -0.220, -0.133, -0.079, 0.194, -0.104, 0.185, 0.271, -0.173, -0.660, -0.190, -0.189, -0.068, 0.774, -0.167, -0.175, -0.169, 0.158, -0.191, -0.173, -0.081, 0.193, 0.278, 0.271, 0.270, 0.271, 0.247, 0.265, 0.293, 0.274, 0.261, 0.274, 0.275, 0.208, 0.261, 0.262, 0.270, 0.271, 0.285, 0.264], "energy_ha": -3932.9201, "lumo_ev": [-13.77, -13.76], "gap_ev": [3.52, 3.52], "total_charge": 3}